The following is a quantum chemistry calculation of C8H14O2S in the gas phase at a distorted geometry, from the Open Molecules 2025 dataset.

Summary:
SMILES ... CC(=O)SCCC(=O)C(C)C
Total charge ... 0
Highest occupied orbital energy ... -8.711 eV
Calculated total energy ... -861.8319 a.u.
Gap between HOMO and LUMO ... 9.464 eV

Geometry (Å):
1 C 0.713840 0.852459 0.265022
2 C 1.910156 0.077457 -0.437642
3 C -0.268174 -0.156250 0.781974
4 C 1.065365 0.193178 -3.000523
5 C 0.530421 -0.394648 -4.269727
6 C -1.829758 0.988061 2.169405
7 C -1.240087 -1.365735 2.778026
8 C -0.707306 -0.040837 2.228294
9 O -0.613797 -1.067070 0.096969
10 O 1.323794 1.367420 -2.926584
11 S 1.309364 -1.013458 -1.765480
12 H 1.133363 1.686008 0.933566
13 H 0.367392 1.519642 -0.686203
14 H 2.743297 0.526709 -0.934467
15 H 2.249950 -0.549081 0.400758
16 H -0.399303 -0.833515 -3.872678
17 H 1.288650 -1.124356 -4.478406
18 H 0.456393 0.513220 -4.932053
19 H -2.166822 1.159173 3.179145
20 H -2.679713 0.548544 1.532828
21 H -1.433747 1.885912 1.640104
22 H -2.227682 -1.305765 3.040140
23 H -0.572155 -1.828927 3.542818
24 H -1.026943 -2.158235 1.963634
25 H 0.073503 0.520093 2.751078

Forces on the atoms, in the same order (eV/Å):
1.6 3.7 -3.8
-1.4 -1.4 1.5
0.8 0.6 1.3
0.5 0.3 -0.5
-0.4 1.4 1.2
-0.9 -0.3 -1.8
4.7 -2.0 -1.6
-0.3 0.4 -0.4
-0.9 -0.9 -0.7
0.2 0.6 0.8
0.5 -0.2 0.2
-0.7 -1.6 -0.3
-0.1 -1.6 2.3
0.2 1.3 0.4
0.5 -0.3 -0.7
0.0 -0.1 -1.2
-0.1 -0.6 -1.0
-0.2 -1.5 0.2
-0.3 0.5 0.2
1.0 0.8 1.0
-0.7 -0.3 0.7
-2.4 -0.1 0.8
-0.8 0.9 0.2
-1.2 1.3 0.9
0.3 -0.8 0.4

Results of the natural (NBO) charge analysis, in e, for atoms 1 through 6: atom 1 (C): -0.565, atom 2 (C): -0.514, atom 3 (C): 0.605, atom 4 (C): 0.395, atom 5 (C): -0.723, atom 6 (C): -0.585



The following is a quantum chemistry calculation of C8H14O3 in the gas phase at a distorted geometry, from the Open Molecules 2025 dataset.

Summary:
SMILES ... C[C@H]1C=C[C@@H](CCCO)OO1
Total charge ... 0
Highest occupied orbital energy ... -9.712 eV
Calculated total energy ... -538.7670 a.u.
Gap between HOMO and LUMO ... 10.633 eV

Geometry (Å):
1 C 3.071799 0.216862 0.459021
2 C 1.739573 0.897426 0.867121
3 C -0.942249 1.104027 -0.119928
4 C -1.421893 -0.091987 -1.031648
5 C -2.377878 -1.116317 -0.408903
6 C -1.581069 -2.388609 0.153857
7 C 0.175406 2.018872 -0.689696
8 C 1.372576 1.866421 -0.230229
9 H 3.108448 -0.712582 -0.095466
10 H 3.449522 0.986840 -0.225426
11 H 3.670065 0.187944 1.431691
12 H 1.876710 1.454973 1.726824
13 H -1.855469 1.764413 -0.062554
14 H -0.443507 -0.526675 -1.377028
15 H -1.933221 0.380971 -1.863055
16 H -2.972841 -0.714602 0.440444
17 H -3.093181 -1.409487 -1.110426
18 H -1.796492 -2.415830 1.204201
19 H -2.006717 -3.305293 -0.166957
20 H 0.167803 -1.837209 0.712164
21 H -0.295673 2.743408 -1.412584
22 H 2.261653 2.514825 -0.366998
23 O 0.611086 0.011356 1.059759
24 O -0.609066 0.687941 1.137347
25 O -0.175384 -2.317688 -0.031532

Forces on the atoms, in the same order (eV/Å):
0.2 1.1 1.9
-1.8 -1.2 -2.9
-1.5 0.7 -2.4
1.6 0.9 0.0
1.8 -0.2 1.9
-0.3 1.9 0.5
-3.7 -0.4 -1.2
2.5 1.1 1.2
-0.6 -0.3 0.2
0.8 -0.5 0.4
-0.3 -0.3 -1.7
0.4 1.1 2.0
0.9 -0.5 0.8
-1.3 -0.1 0.0
0.1 0.0 -0.4
0.5 0.1 -0.5
-1.0 -0.6 -1.3
0.0 0.1 0.8
0.0 -0.9 -1.1
0.4 0.5 0.3
1.4 -0.6 0.6
-1.0 0.0 -0.7
2.0 -1.4 0.1
-0.3 0.5 2.0
-0.9 -1.2 -0.7

Results of the natural (NBO) charge analysis, in e, for atoms 1 through 6: atom 1 (C): -0.625, atom 2 (C): 0.054, atom 3 (C): 0.061, atom 4 (C): -0.436, atom 5 (C): -0.435, atom 6 (C): -0.060



The following is a quantum chemistry calculation of C8H14O3 in the gas phase at a distorted geometry, from the Open Molecules 2025 dataset.

Summary:
SMILES ... CC[C@H](C)[C@@]1(O)C(=O)[C@@]1(C)O
Total charge ... 0
Highest occupied orbital energy ... -7.755 eV
Calculated total energy ... -538.7931 a.u.
Gap between HOMO and LUMO ... 8.368 eV

Geometry (Å):
1 C -1.935585 1.570139 -0.664143
2 C -1.910954 0.121679 -0.325830
3 C -0.559363 0.724654 -0.003018
4 C -2.826258 -0.365081 0.879983
5 C 1.456353 -1.962575 -0.393751
6 C 1.184499 1.814290 -1.211131
7 C 1.729113 -0.353893 -0.043882
8 C 0.731091 0.508049 -0.793659
9 O -2.273449 2.671834 -0.986018
10 O -1.943668 -0.834432 -1.370620
11 O -0.463808 1.113217 1.345804
12 H -2.586062 -1.519906 0.952394
13 H -3.850954 -0.198432 0.547964
14 H -2.476029 0.255578 1.722295
15 H 0.466649 -2.237422 0.027303
16 H 2.283604 -2.573814 0.172645
17 H 1.473823 -2.041330 -1.441082
18 H 2.298314 1.847868 -1.101130
19 H 0.762088 2.492304 -0.549928
20 H 1.022972 2.074030 -2.315863
21 H 1.730429 -0.282553 1.035538
22 H 2.757676 -0.159534 -0.402324
23 H 0.586090 -0.075396 -1.634935
24 H -1.082564 -0.765413 -1.821382
25 H 0.009447 1.990212 1.456446

Forces on the atoms, in the same order (eV/Å):
2.8 -0.6 0.3
-2.1 -1.4 0.9
-1.7 2.1 -0.8
2.0 -1.1 -1.7
1.2 1.8 3.7
3.4 1.2 -2.7
0.7 -3.0 -0.5
-1.2 -1.3 2.3
-0.2 -1.1 0.2
0.5 0.7 0.1
1.2 0.8 0.4
-0.6 2.4 0.3
0.0 -0.1 0.5
-0.7 -0.7 0.0
0.6 0.0 -0.4
-1.6 1.0 -1.4
0.2 -0.6 -1.3
-0.7 0.3 -0.1
-0.5 2.1 0.7
-0.3 -0.2 1.7
-0.1 0.4 0.2
-0.5 0.1 0.2
-0.9 -1.1 -2.0
-0.5 -0.2 0.0
-0.9 -1.5 -0.5

Results of the natural (NBO) charge analysis, in e, for atoms 1 through 6: atom 1 (C): 0.581, atom 2 (C): 0.150, atom 3 (C): 0.112, atom 4 (C): -0.622, atom 5 (C): -0.608, atom 6 (C): -0.584



The following is a quantum chemistry calculation of C8H14O3Si2 in the gas phase at a distorted geometry, from the Open Molecules 2025 dataset.

Summary:
SMILES ... C=C[Si](O)(C=C)O[Si](O)(C=C)C=C
Total charge ... 0
Highest occupied orbital energy ... -9.659 eV
Calculated total energy ... -1118.0158 a.u.
Gap between HOMO and LUMO ... 10.295 eV

Geometry (Å):
1 C -1.868814 3.244610 -1.313324
2 C -3.067822 -0.664196 1.887502
3 C 2.417086 -1.708094 -2.075589
4 C 1.682320 2.785329 -0.298502
5 C -1.561721 2.013216 -1.619277
6 C -2.937504 0.229584 0.932018
7 C 2.088982 -1.619529 -0.815533
8 C 2.236893 1.556524 -0.480942
9 O -2.125720 -0.849641 -1.471005
10 O 1.872517 -0.537417 1.678628
11 O -0.115998 0.172384 0.055556
12 Si -1.626341 0.364909 -0.498763
13 Si 1.596967 -0.098531 0.132007
14 H -1.440262 4.180577 -1.805859
15 H -2.396979 3.365510 -0.437614
16 H -3.996444 -0.616348 2.514931
17 H -2.345422 -1.379419 2.256492
18 H 2.779652 -2.649038 -2.480953
19 H 2.456249 -0.836222 -2.622656
20 H 2.107893 3.703958 -0.492044
21 H 0.691146 3.016085 0.098215
22 H -0.904088 1.841685 -2.522461
23 H -3.845994 0.825656 0.881851
24 H 1.853853 -2.526668 -0.228399
25 H 3.188133 1.598741 -0.989877
26 H -1.580867 -1.446069 -1.990352
27 H 1.879100 0.158833 2.417905

Forces on the atoms, in the same order (eV/Å):
1.5 1.8 -1.2
-0.8 -0.2 1.8
0.8 -1.6 0.3
-1.3 -2.6 0.7
1.5 -2.8 -0.5
0.4 0.8 -1.5
-1.6 -0.2 2.0
-0.3 1.3 0.4
0.0 -0.5 -0.3
0.6 1.7 2.0
1.6 -0.5 0.0
-0.7 1.0 0.0
-2.9 1.0 -0.7
-0.9 -1.4 0.4
-1.3 0.8 1.8
0.9 -0.2 -0.6
0.3 -0.1 -0.4
-0.4 0.1 -0.4
0.4 1.6 -1.6
1.7 1.6 -1.0
0.0 -1.0 0.2
-0.7 0.1 0.8
0.2 0.4 -0.5
0.8 0.2 -0.3
0.5 -0.2 0.1
0.1 0.3 0.1
-0.1 -1.6 -1.9

Results of the natural (NBO) charge analysis, in e, for atoms 1 through 6: atom 1 (C): -0.388, atom 2 (C): -0.344, atom 3 (C): -0.330, atom 4 (C): -0.295, atom 5 (C): -0.616, atom 6 (C): -0.659



The following is a quantum chemistry calculation of C8H14O4 in the gas phase at a distorted geometry, from the Open Molecules 2025 dataset.

Summary:
Total charge ... 0
Highest occupied orbital energy (alpha / beta) ... -6.936 / -7.001 eV
Calculated total energy ... -614.0113 a.u.
Gap between HOMO and LUMO (alpha / beta) ... 7.524 / 7.569 eV

Geometry (Å):
1 C 0.561410 -2.035306 -0.016231
2 C -1.296748 -0.751616 0.357140
3 C 1.357749 -0.788646 0.275423
4 C -0.457505 0.454957 0.464546
5 C 0.873115 0.502243 -0.383462
6 C 0.639946 0.428179 -1.844930
7 C 1.754208 1.745459 0.008966
8 C -2.664691 -0.342458 -0.211229
9 O -0.775438 -1.770249 -0.419448
10 O 2.028328 -0.761955 1.465637
11 O -0.413317 1.208587 1.579700
12 O -3.301361 0.559900 0.740338
13 H 1.133770 -2.612201 -0.916614
14 H 0.732910 -2.616307 0.903340
15 H -1.615343 -1.248184 1.446422
16 H 1.575735 0.096936 -2.349148
17 H 0.575259 1.483863 -2.064310
18 H -0.202084 -0.139502 -2.269834
19 H 2.856200 1.633323 -0.478469
20 H 1.791474 1.737033 1.022142
21 H 1.371239 2.598501 -0.448850
22 H -3.302661 -1.220277 -0.349360
23 H -2.455771 0.293277 -1.143930
24 H 2.986805 -0.435338 1.351277
25 H -0.991217 0.758848 2.239858
26 H -2.762022 1.220921 1.041031

Forces on the atoms, in the same order (eV/Å):
2.8 -0.7 -1.6
-2.7 -1.0 2.5
-1.8 1.7 -0.7
3.8 -0.5 -1.3
0.0 -0.6 2.0
1.0 0.2 -1.5
2.1 -3.2 -3.8
0.6 2.1 -0.2
1.1 -0.3 -0.3
2.1 0.4 0.0
-1.3 -0.6 1.2
-2.6 -3.8 -1.5
-1.7 1.1 1.9
-0.9 -0.4 -0.2
1.0 1.4 -1.8
-0.5 0.0 0.2
-0.6 0.3 -1.0
0.3 0.2 0.6
-2.4 0.0 1.2
0.4 0.7 2.9
-0.9 1.6 -0.3
0.0 0.5 -0.1
-0.6 -1.4 0.8
-2.3 -0.6 0.1
0.7 0.4 -0.1
2.4 2.6 0.7

Results of the natural (NBO) charge analysis, in e, for atoms 1 through 6: atom 1 (C): -0.144, atom 2 (C): 0.006, atom 3 (C): 0.249, atom 4 (C): 0.257, atom 5 (C): -0.124, atom 6 (C): -0.612



The following is a quantum chemistry calculation of 2 unconnected molecules or ions with the total composition C8H14O4S at a distorted geometry, from the Open Molecules 2025 dataset.

Summary:
SMILES ... O=S1(=O)CCCC1.O=C1CCCO1
Total charge ... 0
Highest occupied orbital energy ... -9.842 eV
Calculated total energy ... -1012.3652 a.u.
Gap between HOMO and LUMO ... 10.383 eV

Geometry (Å):
1 C -0.991843 -2.026709 -2.947889
2 C 0.118675 -2.948529 -2.417653
3 C -0.252291 -3.217894 -0.958731
4 S -0.938271 -1.624532 -0.365299
5 O 0.013763 -1.026619 0.551800
6 O -2.319027 -1.788714 0.055425
7 C -0.982015 -0.839639 -1.968441
8 H -1.979495 -2.483088 -2.856264
9 H -0.854388 -1.715528 -3.980163
10 H 1.054298 -2.393194 -2.484192
11 H 0.233022 -3.912808 -2.909506
12 H 0.563936 -3.448006 -0.276201
13 H -1.018130 -3.976001 -0.804859
14 H -0.120205 -0.186852 -2.113918
15 H -1.872139 -0.215532 -2.010666
16 O -1.573109 2.631382 3.306077
17 C -0.507357 2.711355 2.767990
18 O 0.153835 3.895960 2.731715
19 C 1.361837 3.770560 1.941030
20 C 1.657612 2.268875 1.829207
21 C 0.305003 1.638796 2.114191
22 H 2.099000 4.357959 2.494167
23 H 1.227726 4.314380 1.000738
24 H 2.382460 2.076114 2.621288
25 H 2.096402 2.001611 0.872514
26 H 0.393443 0.683359 2.617321
27 H -0.252743 1.453293 1.190321

Forces on the atoms, in the same order (eV/Å):
-0.1 0.1 0.4
-0.4 -0.2 0.3
0.0 0.7 0.7
-0.4 -0.6 0.7
-0.3 0.0 -0.6
0.8 0.0 -0.2
0.1 0.4 -0.6
0.1 -0.3 -0.2
0.1 0.1 0.0
0.2 -0.2 0.1
-0.1 0.2 -0.4
0.2 0.1 -0.2
-0.2 0.1 -0.3
0.2 -0.2 0.1
-0.1 -0.1 0.1
-0.1 -0.2 -0.2
-0.1 0.2 1.3
0.3 -0.2 -0.7
-0.1 0.9 0.3
0.2 0.9 0.4
0.1 -0.1 -1.1
0.2 -0.4 -0.1
-0.3 -0.4 -0.1
-0.1 -0.5 -0.1
0.0 -0.1 0.0
-0.4 0.1 0.3
0.2 -0.3 0.0

Results of the natural (NBO) charge analysis, in e, for atoms 1 through 6: atom 1 (C): -0.404, atom 2 (C): -0.411, atom 3 (C): -0.649, atom 4 (S): 2.143, atom 5 (O): -0.948, atom 6 (O): -0.935



The following is a quantum chemistry calculation of C8H14Si in the gas phase at a distorted geometry, from the Open Molecules 2025 dataset.

Summary:
SMILES ... C1=CC[Si]2(C1)CCCC2
Total charge ... 0
Highest occupied orbital energy ... -8.586 eV
Calculated total energy ... -602.6368 a.u.
Gap between HOMO and LUMO ... 9.574 eV

Geometry (Å):
1 C 2.951339 0.536528 0.347144
2 C 2.809802 -0.710277 -0.111300
3 C 1.780275 1.508016 0.307525
4 C 1.494717 -1.254463 -0.623890
5 C -2.378882 0.746426 -0.436993
6 C -2.467356 -0.251167 0.763248
7 C -1.176239 0.288014 -1.287241
8 C -1.138967 -0.656380 1.246338
9 Si 0.121190 -0.105145 0.013748
10 H 3.944957 0.702620 0.797218
11 H 3.637278 -1.458621 0.103824
12 H 1.768343 2.124615 1.214706
13 H 1.829783 2.045714 -0.636550
14 H 1.428980 -1.153730 -1.750478
15 H 1.358002 -2.346667 -0.297079
16 H -3.275649 0.727875 -1.137520
17 H -2.379777 1.798712 -0.050032
18 H -3.219664 0.318057 1.488392
19 H -3.052589 -1.224469 0.419359
20 H -1.354212 -0.546198 -1.960929
21 H -0.849327 1.087084 -1.978430
22 H -0.712540 -0.458035 2.352740
23 H -1.119455 -1.718512 1.216205

Forces on the atoms, in the same order (eV/Å):
-0.1 -0.7 0.1
0.7 -1.3 0.9
-0.8 -2.5 0.2
-0.2 -0.8 -0.1
-1.1 -0.6 -1.2
-5.1 0.9 -0.2
0.9 1.9 -0.2
2.7 0.1 3.6
2.5 1.9 -1.1
-0.7 0.7 -0.1
-0.9 1.0 -0.7
-0.3 0.1 -0.5
-0.4 0.5 0.2
0.1 -0.5 1.1
0.2 1.4 -0.8
0.6 -0.2 1.2
0.7 -0.8 -0.4
1.8 -1.6 -0.9
1.1 2.0 0.6
-0.4 -0.4 0.3
0.0 -0.2 0.3
-1.6 0.0 -2.2
0.4 -1.2 0.0

Results of the natural (NBO) charge analysis, in e, for atoms 1 through 6: atom 1 (C): -0.220, atom 2 (C): -0.206, atom 3 (C): -0.732, atom 4 (C): -0.933, atom 5 (C): -0.411, atom 6 (C): -0.409



The following is a quantum chemistry calculation of 2 unconnected molecules or ions with the total composition C8H14Si2 at a distorted geometry, from the Open Molecules 2025 dataset.

Summary:
Total charge ... 0
Highest occupied orbital energy (alpha / beta) ... -7.174 / -7.003 eV
Calculated total energy ... -892.0240 a.u.
Gap between HOMO and LUMO (alpha / beta) ... 6.505 / 6.427 eV

Geometry (Å):
1 C -2.914724 -1.400706 0.054299
2 C -2.513289 -0.908889 -1.156005
3 C -2.117995 -1.001088 1.206257
4 C -1.546678 0.059048 -1.305026
5 C -0.976081 -0.159991 1.040607
6 C -0.703764 0.419194 -0.243403
7 C 0.939370 2.296911 0.622356
8 C 0.200697 1.490536 -0.440783
9 Si 2.686511 -1.262183 0.730408
10 Si 2.151875 -0.532887 -1.343206
11 H -3.753610 -2.174003 -0.012229
12 H -3.107482 -1.184501 -1.976829
13 H -2.456628 -1.359945 2.101069
14 H -1.503555 0.619650 -2.240915
15 H -0.504551 0.169422 1.860292
16 H 0.809706 3.390575 0.625175
17 H 0.537998 2.020719 1.555961
18 H 1.983321 2.181687 0.533222
19 H 0.183092 2.169372 -1.310748
20 H 3.880044 -0.343834 1.294162
21 H 2.620366 -2.627816 1.144462
22 H 1.508515 -0.805861 1.773582
23 H 3.066990 0.306199 -2.131564
24 H 1.529863 -1.361611 -2.381144

Forces on the atoms, in the same order (eV/Å):
1.0 -0.9 1.6
-0.2 0.8 -0.1
0.4 0.6 -4.1
0.2 0.1 -0.2
-3.6 -1.6 -3.2
-1.5 0.0 0.8
-1.3 0.0 -0.4
2.6 1.4 -0.7
-0.5 2.6 2.7
-0.9 1.4 -0.5
1.3 1.3 0.9
-0.5 -0.2 -1.3
-0.3 -0.7 2.5
0.3 -0.4 0.1
1.8 1.0 2.8
-0.5 -0.2 -0.8
0.2 -0.6 1.5
1.3 -0.5 0.3
-0.6 -1.3 -0.3
-1.0 -1.3 -0.7
0.6 -1.1 -0.2
1.2 -0.2 -1.4
0.5 0.1 0.3
-0.3 -0.4 0.2

Results of the natural (NBO) charge analysis, in e, for atoms 1 through 6: atom 1 (C): -0.228, atom 2 (C): -0.216, atom 3 (C): -0.187, atom 4 (C): -0.192, atom 5 (C): -0.213, atom 6 (C): -0.129



Sequential energy above the lowest of the compared OMol25 structures with the same formula, charge and spin output: 18.0, 121.0, 104.6, 0.0, 150.0, 43.5, 39.8, 59.9 kcal/mol